C25H25N3O2RhSTe | wB97M-V/def2-TZVPD

```
58
Properties=species:S:1:pos:R:3:forces:R:3:mulliken_charge:R:1
Te 3.242754 1.889582 -0.245813 0.048 -0.277 0.109 0.633
Rh 0.123769 0.395544 -1.343001 1.153 -0.167 -1.005 0.208
S 1.838777 2.607097 -2.984667 0.346 -0.254 -0.019 -0.129
O -4.847728 -4.326288 -1.251774 -0.030 0.042 -0.033 -0.724
O -6.118691 -2.450639 -1.451576 0.028 -0.044 0.028 -0.722
N -1.334065 1.874988 -1.295643 -0.306 0.109 -0.082 0.288
N 0.928157 -1.484924 -1.604705 -0.208 -0.235 0.106 0.306
N -1.525450 -0.706365 -1.327159 -0.163 0.056 0.212 -0.256
C 2.210726 -1.826260 -1.771561 -0.020 -0.004 -0.092 -0.407
C 0.004655 -2.475291 -1.458023 0.011 0.020 0.033 0.580
C 4.921163 1.943525 -1.552546 -0.034 0.054 0.094 -0.965
C 0.434748 0.619633 0.641544 0.094 -0.097 0.476 -0.659
C 2.645479 -3.134807 -1.763548 -0.007 -0.014 -0.005 -0.941
C 1.477074 -0.355625 3.866838 -0.044 -0.007 0.004 -1.539
C 0.455824 0.646315 1.858211 0.191 0.076 0.040 0.268
C -2.531332 -2.837429 -1.360736 0.120 0.017 0.011 -0.869
C -2.714839 -0.095941 -1.294475 0.043 -0.054 -0.054 0.463
C -0.951465 0.247053 3.818322 0.001 0.007 -0.003 -1.622
C 1.714276 -4.146162 -1.571162 -0.002 0.012 -0.005 -0.604
C 0.382759 -3.809834 -1.423075 0.005 -0.013 -0.001 -0.521
C 3.668729 -0.014584 0.584508 0.034 0.038 0.016 -0.909
C 0.785036 2.055522 3.848895 0.003 -0.011 0.020 -1.539
C -1.401875 -2.038214 -1.363091 0.008 0.044 -0.003 0.417
C -2.597310 1.375942 -1.266687 0.019 0.053 0.047 0.433
C -2.215637 4.080767 -1.106377 -0.006 -0.016 0.028 -0.991
C -3.876385 -0.848029 -1.296985 0.050 0.070 -0.047 -0.845
C 0.448650 0.650616 3.334810 -0.065 0.001 -0.063 1.810
C -5.072807 -3.109475 -1.346468 0.036 0.025 0.016 0.412
C 1.755136 1.486545 -1.812032 -1.153 0.596 0.144 -0.300
C -3.698823 2.215256 -1.198114 -0.022 -0.011 0.028 -0.653
C -3.509017 3.582494 -1.128835 0.014 0.013 -0.017 -0.441
C -3.782775 -2.234341 -1.329533 -0.079 -0.042 0.014 -0.302
C -1.161230 3.192888 -1.188510 0.006 0.015 -0.026 -0.069
H -0.371482 -4.569442 -1.276475 -0.001 -0.003 -0.028 0.416
H 2.894779 -1.005305 -1.935503 0.001 -0.012 0.003 0.834
H 1.418950 -0.415018 4.955898 0.012 0.015 0.002 0.436
H -4.358220 4.251073 -1.088609 -0.007 -0.009 0.029 0.444
H 5.530684 2.815249 -1.336020 0.006 0.001 -0.002 0.344
H 1.790035 2.350712 3.539797 -0.005 0.007 -0.003 0.313
H 2.022095 -5.182649 -1.549775 -0.004 -0.002 0.006 0.430
H 2.765425 -0.607234 0.479415 -0.018 0.002 0.055 0.133
H -4.866550 -0.412300 -1.292106 -0.030 -0.058 0.001 0.615
H -1.218615 -0.739598 3.439014 -0.003 -0.002 0.007 0.364
H -0.135761 3.533096 -1.181963 -0.013 0.005 -0.009 0.463
H -1.697659 0.959105 3.464678 -0.006 -0.004 -0.001 0.368
H 3.693407 -3.354130 -1.909855 0.005 0.011 0.000 0.432
H 4.515827 2.012033 -2.560629 0.023 0.019 -0.016 0.287
H 2.490516 -0.056058 3.596747 0.032 0.007 -0.012 0.241
H 3.890818 0.121233 1.638607 0.001 0.004 0.023 0.341
H 0.738906 2.080145 4.940086 0.014 0.001 0.002 0.404
H 0.078567 2.786694 3.455157 -0.004 0.001 0.005 0.378
H -4.691479 1.788797 -1.195441 -0.002 0.008 0.008 0.405
H 1.290874 -1.348848 3.456495 -0.004 0.000 0.008 0.359
H -2.019418 5.140201 -1.027064 0.007 0.002 -0.021 0.408
H -2.495367 -3.918231 -1.394030 -0.067 -0.009 0.016 0.562
H 4.518248 -0.454942 0.067323 -0.030 0.004 -0.009 0.481
H 5.499800 1.034409 -1.412800 0.015 0.000 -0.035 0.314
H -0.982635 0.221446 4.910045 0.003 0.010 -0.001 0.414
```
Forces are in eV/Å.

Computed properties:
2S+1 = 2
Expectation value of S² = 0.762

C46H43IrN8S4Se | wB97M-V/def2-TZVPD

```
103
Properties=species:S:1:pos:R:3:forces:R:3:mulliken_charge:R:1
Ir 0.553896 0.298440 0.005850 -0.156 0.468 0.191 0.631
Se -0.370338 -3.032359 -1.189423 0.228 -0.178 -0.233 -0.348
S -3.586088 0.064567 1.888434 -0.313 -0.289 -0.162 0.720
S 0.969598 -0.855807 1.955357 0.216 -0.365 0.050 -0.455
S -2.607424 -2.006437 0.000284 0.351 -0.083 -0.040 1.329
S -2.396441 2.049314 0.499092 -0.113 -0.309 -0.101 0.889
N 3.040634 -2.584325 2.056406 -0.136 -0.072 -0.252 -0.095
N 0.849970 1.347350 -1.798074 0.223 -0.373 -0.066 -0.128
N -3.581091 -0.965354 0.748424 0.059 0.165 0.186 0.423
N 2.871232 -1.508653 0.091644 -0.086 -0.081 0.083 -1.211
N 2.203352 -0.579584 -0.631804 -0.005 -0.019 -0.179 1.012
N -1.143535 1.346031 0.587302 0.036 0.473 0.128 0.103
N -3.613470 1.567069 1.506319 0.226 0.059 -0.005 -0.185
N -1.181465 -1.552611 -0.225671 -0.559 0.324 0.015 -0.383
C -1.670369 -3.811453 1.812947 0.062 0.150 0.005 -0.341
C -1.089200 5.792126 0.961691 0.015 0.006 0.016 -0.925
C -2.192796 6.478695 1.445036 -0.037 0.000 -0.009 -0.548
C -7.582890 -0.453760 3.925706 0.000 -0.013 -0.012 -0.533
C 2.248290 -4.718301 2.958518 -0.039 0.012 0.088 -1.147
C -5.471907 -1.681121 -2.854255 0.002 -0.031 0.002 -0.815
C -3.499025 4.458277 1.400791 -0.062 0.035 -0.014 -0.507
C -4.248372 1.727419 -3.642032 0.004 0.008 0.007 -0.852
C -4.369782 -3.790190 -3.188199 0.041 -0.060 0.037 -0.891
C -2.753444 -3.478459 1.014000 0.006 0.086 -0.021 0.871
C -5.328592 -2.862940 -3.565987 -0.032 0.054 0.015 -0.677
C -4.094693 -5.178238 2.023752 -0.001 0.036 -0.072 -0.980
C -1.546922 0.698393 3.624694 0.045 0.001 0.005 -0.503
C -3.690480 -2.350472 -1.400362 -0.035 -0.113 0.046 0.492
C -5.165245 -0.141919 2.669168 0.031 0.009 -0.002 0.096
C -6.800273 0.661370 4.202792 -0.001 0.015 -0.005 -0.792
C -4.307432 2.723422 -1.451899 -0.024 0.041 0.020 -0.868
C -7.148983 -1.411623 3.022913 0.019 0.013 0.003 -0.854
C -5.578989 0.827278 3.575130 0.002 -0.049 -0.011 -0.665
C -3.144959 0.970197 -3.282784 0.014 0.037 0.010 -0.721
C 2.347547 1.409716 -3.662880 -0.088 0.003 0.049 -0.878
C 3.838028 -0.885099 -2.444977 0.044 0.000 0.043 -1.835
C -2.447722 -0.268863 3.207259 -0.028 0.113 -0.019 1.350
C 2.349886 -1.718178 1.286504 0.183 0.311 0.118 0.003
C -2.609507 1.088854 -2.007264 -0.009 -0.008 -0.004 -0.102
C -5.924666 -1.263599 2.384724 0.018 0.066 -0.002 0.002
C -1.789960 -1.735258 4.968121 -0.013 0.002 -0.023 -0.905
C -1.183584 4.436226 0.689841 -0.016 -0.045 0.016 -0.489
C 1.679695 2.510914 -4.170310 -0.080 0.034 0.099 -0.610
C -0.744270 0.421757 4.720016 0.009 -0.027 -0.002 -0.623
C -0.861753 -0.789819 5.384095 0.001 0.007 -0.007 -0.729
C -4.654441 -1.419313 -1.765657 -0.028 -0.026 0.021 -0.407
C -3.392315 5.814367 1.667653 0.013 -0.016 0.002 -0.883
C 1.928429 0.849906 -2.462508 -0.041 -0.139 0.128 0.342
C 0.236706 2.426102 -2.277051 0.005 0.045 -0.050 0.044
C -3.544003 -3.545603 -2.101522 -0.078 0.062 0.041 -0.094
C -3.192413 1.971466 -1.109524 0.095 -0.060 0.003 0.990
C -3.023601 -5.521392 2.834110 0.029 0.009 0.010 -0.805
C -2.601336 -1.474092 3.878117 0.053 -0.104 0.009 -0.139
C 0.617239 3.043796 -3.454970 0.037 -0.076 -0.044 -1.302
C 2.553829 -3.255520 3.245256 -0.075 0.040 0.060 -0.056
C -2.391567 3.786822 0.901997 0.116 -0.054 -0.020 0.547
C -1.816140 -4.841274 2.725153 -0.025 -0.058 0.001 -0.363
C 2.650939 -0.249995 -1.807547 -0.142 -0.014 0.023 1.317
C -3.960507 -4.150948 1.097158 -0.082 -0.066 0.066 -1.020
C -4.832250 2.597816 -2.727430 -0.012 -0.013 -0.019 -0.791
H 4.137520 -1.757498 -1.873149 -0.008 0.027 -0.004 0.357
H -4.758315 3.404200 -0.743716 -0.012 0.018 0.017 0.489
H -6.229675 -0.961802 -3.133200 -0.005 0.023 -0.018 0.507
H 3.763931 -3.065135 1.538950 0.050 0.055 0.047 0.296
H -0.590487 2.796593 -1.689742 -0.002 0.001 -0.035 0.663
H 3.191081 0.988219 -4.187011 0.040 -0.022 0.009 0.419
H -4.664039 1.637500 -4.636556 -0.008 -0.002 -0.023 0.474
H -5.571465 -1.994439 1.672047 0.008 0.006 -0.015 0.298
H -7.762581 -2.275008 2.806897 -0.007 -0.015 0.002 0.471
H -4.267681 -4.718757 -3.732319 0.020 -0.011 -0.014 0.425
H 3.143997 -5.250335 2.636838 0.032 0.001 -0.042 0.421
H -2.705790 0.273466 -3.984151 0.022 -0.010 -0.006 0.581
H 4.677223 -0.186840 -2.483949 0.032 -0.005 -0.004 0.365
H -5.977564 -3.068905 -4.406562 0.000 0.001 -0.023 0.416
H -4.961613 1.690955 3.777020 0.025 0.025 0.000 0.410
H -0.979593 -5.122647 3.347581 0.072 -0.014 0.050 0.554
H -4.424163 3.930137 1.582705 -0.004 -0.019 0.031 0.428
H 0.076047 3.911997 -3.799533 -0.001 0.033 -0.023 0.513
H 1.500164 -4.804134 2.169305 -0.023 -0.010 -0.014 0.205
H -2.117466 7.535800 1.658930 0.003 0.023 0.009 0.418
H -3.126089 -6.328736 3.546450 0.001 -0.014 0.018 0.424
H -1.452630 1.637186 3.101417 -0.012 -0.002 -0.032 0.266
H -0.231784 -0.995480 6.238818 0.015 -0.010 0.010 0.437
H -0.740752 -3.263164 1.711947 -0.013 0.026 0.000 0.028
H -4.786078 -3.895127 0.446494 -0.021 0.036 -0.031 0.491
H -4.779746 -0.506218 -1.204047 -0.002 0.020 0.010 0.340
H -0.323965 3.873362 0.349299 0.018 -0.023 -0.005 0.363
H 1.661035 -2.733296 3.587653 -0.007 0.009 -0.031 -0.084
H 1.883758 -5.216394 3.856886 -0.042 -0.022 0.030 0.351
H -5.030908 -5.713731 2.101068 -0.016 -0.010 -0.011 0.462
H 1.995557 2.953191 -5.104484 -0.002 0.030 -0.021 0.424
H 3.607089 -1.191206 -3.465530 -0.029 -0.001 -0.024 0.415
H -2.806182 -4.266769 -1.789222 0.054 -0.020 0.001 0.553
H -8.538975 -0.571994 4.416613 -0.015 -0.007 0.012 0.416
H -3.351096 -2.191267 3.572491 -0.012 -0.079 -0.066 0.435
H -1.891867 -2.673625 5.495624 -0.004 -0.009 0.011 0.474
H -5.696052 3.182890 -3.011570 -0.019 0.014 -0.002 0.438
H 3.298674 -3.161220 4.038919 0.016 -0.034 -0.026 0.379
H -1.763293 0.485606 -1.696241 -0.009 0.012 -0.031 0.188
H -7.146844 1.405993 4.905712 0.005 0.006 0.015 0.431
H -0.015606 1.151441 5.043199 -0.002 0.021 0.011 0.475
H -4.245318 6.351579 2.058255 -0.016 0.013 0.005 0.427
H -0.151497 6.308469 0.809967 0.015 0.001 -0.011 0.455
```
Forces are in eV/Å.

Computed properties:
Net charge = +1
2S+1 = 2
Expectation value of S² = 0.753

Strongest force on any atom (computed, eV Å⁻¹): 1.5; 0.6
Relative energy (zero: lowest compared OMol25 entry of this formula, charge and spin) (computed, kcal per mole): 23.7; 53.8